[1]
An isolated ion of composition C2HCl3NO2 and charge -1, computed with ωB97M-V with the def2-TZVPD basis set.

The SMILES is O=C([O-])NC(Cl)(Cl)Cl. As for the total charge: -1. The gap between HOMO and LUMO comes out at 0.3128 Eh.

Each line ends with the natural charge from an NBO analysis.
Atoms and positions in Å:
O: -2.4658 0.6931 -0.0618  -0.76
C: -1.3110 0.9495 0.2494  0.91
O: -0.7863 1.8803 0.7136  -0.69
N: -0.4220 -0.3190 -0.1690  -0.78
C: 0.9215 -0.4706 0.0662  0.16
Cl: 1.5029 -1.6616 1.2380  -0.04
Cl: 1.6753 -1.1788 -1.6161  -0.24
Cl: 1.7475 1.0399 0.3027  0.05
H: -0.8621 -0.9329 -0.7229  0.40

Atomic forces in eV per Å
-0.93 -0.58 -0.33
-2.10 -3.39 -2.10
2.39 3.27 2.04
3.09 3.42 3.56
-1.22 0.33 -2.44
-0.03 -0.50 0.73
-0.07 0.01 0.33
0.73 0.16 0.34
-1.84 -2.73 -2.12


[2]
One molecule with the formula C2HCl3O, computed with ωB97M-V with the def2-TZVPD basis set.

The SMILES is O=CC(Cl)(Cl)Cl. As for the total charge: 0. The gap between HOMO and LUMO comes out at 0.4019 Eh.

Each line ends with the natural charge from an NBO analysis.
Atoms and positions in Å:
O: -1.6898 0.2795 -0.9999  -0.45
C: -0.6906 0.5839 -0.4216  0.41
C: 0.3589 -0.3951 0.2268  -0.23
Cl: 1.5936 -0.5341 -1.0327  0.04
Cl: -0.2306 -1.9651 0.7162  0.07
Cl: 1.0207 0.4359 1.6424  0.03
H: -0.3622 1.5950 -0.1313  0.14

Atomic forces in eV per Å
0.92 0.07 0.33
-0.48 -0.52 0.82
-0.19 0.09 -0.27
0.22 -0.07 -0.08
-0.28 0.02 -0.26
0.05 0.08 0.03
-0.24 0.33 -0.57


[3]
A 2-piece molecular cluster, C2HCl3OS overall, computed with ωB97M-V with the def2-TZVPD basis set.

As for the total charge: 0. The gap between HOMO and LUMO comes out at 0.2957 Eh.

Each line ends with the natural charge from an NBO analysis.
Atoms and positions in Å:
C: -0.6496 0.6797 0.4066  0.57
C: -2.2318 -0.7595 0.0232  -0.50
O: -0.3377 0.9573 1.4802  -0.43
S: -3.7208 0.1291 0.4950  0.34
Cl: -1.7758 -2.1589 0.9432  0.04
Cl: -2.1102 -1.0471 -1.6977  -0.01
Cl: -2.8981 1.9684 0.0139  -0.15
H: -0.2787 0.7457 -0.4978  0.14

Atomic forces in eV per Å
-3.82 -3.11 4.09
1.91 2.26 0.54
0.20 0.23 0.42
0.88 0.05 -0.05
-0.40 -0.12 0.27
0.08 -0.05 -0.29
-0.88 0.01 0.00
2.02 0.73 -4.98


[4]
One molecule with the formula C2HClF2, computed with ωB97M-V with the def2-TZVPD basis set.

The SMILES is F/C=C(\F)Cl. As for the total charge: 0. The gap between HOMO and LUMO comes out at 0.3885 Eh.

Each line ends with the natural charge from an NBO analysis.
Atoms and positions in Å:
F: -1.6293 0.3159 -0.4530  -0.30
C: -0.3474 0.2268 -0.6504  0.12
C: 0.2514 -0.1937 0.4448  0.28
F: -0.3667 -0.4044 1.5981  -0.29
Cl: 1.9499 -0.4897 0.5754  0.00
H: 0.1420 0.5450 -1.5149  0.19

Atomic forces in eV per Å
-2.60 0.75 -1.08
0.85 -0.85 2.54
2.06 -0.21 0.41
-0.27 -0.10 -0.31
-0.27 0.13 -0.16
0.23 0.29 -1.41


Max |F|? In order: 5.83 1.08 6.40 2.91 eV/A.
LUMO level? In order: 3.2 0.1 -0.8 0.9 eV.
Energy relative to the best compared isomer or geometry (same formula, charge and spin)? In order: 17.0 0.1 198.1 52.5 kJ/mol.